{"formula": "C12H17NS", "method": "the ωB97M-V functional and the def2-TZVPD basis", "e_homo_ev": -7.67, "homo_lumo_gap_ev": 8.46, "max_force_ev_per_a": 1.72, "smiles": "Cc1c[nH]c2ccccc12.CCSC", "multiplicity": 1, "de_lowest_ev": 0.876, "elements": ["S", "N", "C", "C", "C", "C", "C", "C", "C", "C", "C", "C", "C", "C", "H", "H", "H", "H", "H", "H", "H", "H", "H", "H", "H", "H", "H", "H", "H", "H", "H"], "positions_angstrom": [[-1.653246, -1.147905, 1.024929], [-0.152555, 1.824735, -0.324079], [0.933836, 0.592091, -2.247193], [1.131019, 1.006849, 1.332092], [3.047196, -0.454040, -1.592797], [2.826833, -0.104643, -0.267083], [2.090593, -0.095069, -2.548027], [1.687651, 0.838966, 2.720754], [-3.783164, -0.085317, -0.468830], [1.650811, 0.549513, 0.067090], [-1.079023, -2.361751, -0.185770], [-3.406897, -1.020269, 0.658531], [0.755498, 0.998254, -0.928759], [0.064639, 1.787254, 1.042847], [-0.876542, 2.277121, -0.852975], [3.489748, -0.421092, 0.523939], [-0.683074, 2.228356, 1.683210], [2.243606, -0.472187, -3.551198], [0.839970, 0.597224, 3.369943], [-0.176929, -1.913272, -0.617849], [-3.815274, -0.626569, 1.594362], [-4.846993, -0.022108, -0.685625], [0.284759, 0.944254, -3.041306], [2.335470, -0.030868, 2.727012], [-3.824063, -2.022753, 0.536574], [-1.811114, -2.354112, -0.992831], [-3.245492, -0.257925, -1.403605], [-3.514007, 0.940551, -0.200240], [2.145608, 1.728715, 3.147182], [-0.804145, -3.373836, 0.064916], [3.924540, -0.999056, -1.906609]], "forces_ev_per_angstrom": [[0.3, -0.4, 0.3], [0.0, -0.5, -0.5], [0.2, 0.9, -0.2], [0.5, 1.0, 0.3], [-0.4, 0.4, 0.5], [0.0, -0.8, -0.4], [0.0, -0.7, -0.4], [-1.0, -0.6, -0.3], [0.4, 1.0, -0.4], [-0.3, 0.4, 0.6], [0.4, 1.1, -1.2], [-0.5, -0.3, 0.4], [0.6, -0.1, 0.1], [-0.8, 0.1, -0.5], [-0.2, 0.0, 0.4], [0.3, 0.0, 0.0], [0.3, 0.2, 0.2], [0.0, 0.3, -0.2], [0.1, -0.1, 0.1], [-0.1, -0.1, 0.0], [-0.1, -0.1, -0.1], [-0.2, -0.4, 0.1], [-0.1, -0.2, 0.0], [0.4, 0.1, 0.3], [0.0, 0.1, -0.1], [0.0, -0.2, -0.1], [-0.1, -0.4, 0.0], [0.1, 0.0, 0.1], [0.4, -0.1, -0.3], [-0.4, -0.3, 0.8], [0.1, 0.0, 0.1]]}